1.
Formula: C4H4S2
Source: the OMol25 dataset
Level of theory: the ωB97M-V functional and the def2-TZVPD basis

Computed properties:
Frontier orbital gap: 0.3479 Eh
Electronic energy: -25879.8768 eV
Largest force on an atom: 2.572 eV Å⁻¹

Geometry as ORCA input:
```
! RIJCOSX wB97M-V def2-TZVPD def2/J DEFGRID3
* xyz 0 1
C 0.02 0.53 -2.66
C 0.02 -0.06 -1.60
C 0.24 -0.64 -0.29
S -1.42 -1.24 0.48
C -0.19 0.16 0.86
S 0.81 -0.08 2.38
H -0.16 1.12 -3.49
H 1.23 -1.16 0.02
H -0.53 1.17 0.86
H -0.01 0.20 3.43
*
```

Results of the Mulliken charge analysis, in e, for atoms 1 through 6: 0.04, -0.66, -0.25, -0.11, -0.19, -0.26

=====

2.
Formula: C4H4S2
Source: the OMol25 dataset
Level of theory: the ωB97M-V functional and the def2-TZVPD basis

Computed properties:
Frontier orbital gap: 0.3031 Eh
Electronic energy: -25879.6899 eV
Largest force on an atom: 4.901 eV Å⁻¹

Geometry as ORCA input:
```
! RIJCOSX wB97M-V def2-TZVPD def2/J DEFGRID3
* xyz 0 1
S -1.13 -2.69 0.79
C -0.83 -1.66 -0.44
C 0.20 -0.36 -0.36
C 0.80 0.66 0.86
C 0.16 1.73 0.33
S -0.73 1.04 -1.03
H -1.35 -1.50 -1.34
H 1.04 -0.74 -0.99
H 1.61 0.64 1.63
H 0.23 2.88 0.55
*
```

Results of the Mulliken charge analysis, in e, for atoms 1 through 6: -0.19, -0.29, 0.05, -0.63, -0.02, -0.17

=====

3.
Formula: C4H4S2
Source: the OMol25 dataset
Level of theory: the ωB97M-V functional and the def2-TZVPD basis

Computed properties:
Frontier orbital gap: 0.3209 Eh
Electronic energy: -25881.9593 eV
Largest force on an atom: 1.950 eV Å⁻¹

Geometry as ORCA input:
```
! RIJCOSX wB97M-V def2-TZVPD def2/J DEFGRID3
* xyz 0 1
C 0.28 -1.36 0.73
C 0.17 -0.24 1.47
S -0.69 1.24 1.00
C -0.40 1.31 -0.73
C -0.25 0.21 -1.47
S -0.47 -1.43 -0.91
H 0.91 -2.19 1.05
H 0.50 -0.15 2.50
H -0.09 2.27 -1.14
H 0.04 0.33 -2.50
*
```

Results of the Mulliken charge analysis, in e, for atoms 1 through 6: -0.24, -0.30, -0.15, -0.18, -0.33, -0.17

=====

4.
Formula: C4H4V
Source: the OMol25 dataset
Level of theory: the ωB97M-V functional and the def2-TZVPD basis

Computed properties:
Frontier orbital gap (alpha / beta): 0.3014 / 0.3327 Eh
Electronic energy: -29874.6195 eV
Largest force on an atom: 3.433 eV Å⁻¹

Geometry as ORCA input:
```
! RIJCOSX wB97M-V def2-TZVPD def2/J DEFGRID3
* xyz 2 4
C 1.01 -0.83 0.15
C -0.11 -1.35 -0.13
H -0.55 -2.16 0.52
V 2.85 -0.03 0.05
C -0.54 0.03 -0.54
C -0.62 1.09 0.29
H -0.91 2.07 -0.08
H -0.79 0.15 -1.60
H -0.33 1.02 1.34
*
```

Results of the Mulliken charge analysis, in e, for atoms 1 through 6: -0.51, 0.31, 0.32, 1.39, 0.05, -0.66